*1*
C54H84GeN4O2P2Si3Tl | ωB97M-V with the def2-TZVPD basis set

Results
Orbital gap (spin up / spin down) (eV): 6.4 / 7.3
⟨S²⟩: 0.753
E_LUMO (spin up / spin down) (eV): -0.6 / -0.9
E_HOMO (spin up / spin down) (eV): -7.04 / -8.15

Geometry as ORCA input:
```
! RIJCOSX wB97M-V def2-TZVPD def2/J DEFGRID3
* xyz 0 2
Tl 0.3591 -1.0723 -0.3101
C 0.1853 -4.3652 -3.4781
C 0.7143 -4.2779 -2.0655
C 0.0052 -4.8236 -0.9925
C -1.2267 -5.6748 -1.1926
C 0.4995 -4.6793 0.3097
C -0.3050 -5.2273 1.4645
C 1.7425 -4.0816 0.5344
C 2.3358 -4.1158 1.9249
C 2.4597 -3.5350 -0.5401
C 3.7687 -2.8212 -0.2859
C 1.9481 -3.6510 -1.8392
C 2.7319 -3.1632 -3.0355
H 0.6029 -5.2235 -4.0124
H 0.4422 -3.4742 -4.0497
H -0.8979 -4.4544 -3.4986
H -1.4219 -5.8869 -2.2394
H -2.1241 -5.2218 -0.7673
H -1.0926 -6.6343 -0.6891
H -0.1655 -6.3072 1.5725
H -1.3712 -5.0575 1.3134
H -0.0234 -4.7626 2.4060
H 2.1291 -5.0743 2.3998
H 1.9413 -3.3222 2.5642
H 3.4130 -3.9837 1.9060
H 4.6236 -3.4858 -0.4405
H 3.8182 -2.4332 0.7290
H 3.8893 -1.9695 -0.9543
H 2.7590 -3.9325 -3.8086
H 3.7589 -2.9208 -2.7814
H 2.2821 -2.2729 -3.4821
C -4.0262 1.3661 -1.4684
P -2.9560 -0.0286 -0.9418
C -4.1321 -0.8170 0.2643
N -5.3859 -0.9575 -0.0822
C -6.2192 -1.5996 0.7748
C -7.5755 -1.7926 0.4220
C -8.4113 -2.4457 1.2797
C -7.9345 -2.9310 2.5217
C -6.6292 -2.7627 2.8805
C -5.7419 -2.0923 2.0062
N -4.4482 -1.9080 2.3707
C -3.6604 -1.2761 1.5392
P -1.9123 -0.9433 2.0486
C -1.7055 -2.1909 3.3763
C -2.1348 0.6592 3.0153
C -3.2989 0.6531 4.0041
C -0.8326 0.8842 3.7824
C -2.3255 1.7807 1.9885
C -3.0533 -1.2402 -2.3795
C -1.8106 -0.9800 -3.2402
C -4.3067 -1.1031 -3.2409
C -2.9600 -2.6603 -1.8195
H -5.0242 1.0276 -1.7419
H -3.5597 1.8917 -2.2990
H -4.1031 2.0677 -0.6369
H -7.9135 -1.4149 -0.5338
H -9.4487 -2.5971 1.0129
H -8.6176 -3.4368 3.1911
H -6.2450 -3.1230 3.8254
H -2.4806 -2.1169 4.1358
H -0.7176 -2.0682 3.8194
H -1.7547 -3.1823 2.9238
H -3.1020 0.0027 4.8571
H -4.2387 0.3411 3.5512
H -3.4365 1.6683 4.3870
H -0.6850 0.1327 4.5574
H -0.8570 1.8613 4.2731
H 0.0275 0.8629 3.1185
H -3.2726 1.6703 1.4513
H -1.5089 1.7976 1.2631
H -2.3489 2.7463 2.5015
H -1.6648 0.0832 -3.4443
H -1.9080 -1.4971 -4.1987
H -0.9064 -1.3498 -2.7516
H -4.3331 -0.1448 -3.7622
H -5.2153 -1.2030 -2.6465
H -4.3030 -1.8913 -3.9994
H -2.1374 -2.7539 -1.1022
H -2.7663 -3.3570 -2.6395
H -3.8850 -2.9699 -1.3305
O 0.8984 1.4652 0.4770
C 1.7756 1.0827 1.2698
N 2.4553 1.8902 2.1277
C 3.3550 1.1230 2.9659
C 3.0649 -0.3076 2.3966
O 3.6127 -1.3086 2.8157
N 2.1349 -0.2206 1.4147
C 2.9718 1.2539 4.4376
C 3.2287 2.4616 5.0823
C 2.8565 2.6544 6.4025
C 2.2350 1.6303 7.1050
C 1.9891 0.4208 6.4748
C 2.3537 0.2324 5.1474
C 4.8226 1.4727 2.7603
C 5.7958 0.7240 3.4191
C 7.1379 1.0117 3.2408
C 7.5299 2.0542 2.4093
C 6.5657 2.8109 1.7649
C 5.2175 2.5211 1.9413
H 2.2717 2.8739 2.2163
H 3.7381 3.2559 4.5477
H 3.0604 3.6001 6.8878
H 1.9520 1.7731 8.1396
H 1.5142 -0.3857 7.0190
H 2.1717 -0.7223 4.6727
H 5.4927 -0.0938 4.0594
H 7.8840 0.4201 3.7557
H 8.5803 2.2730 2.2668
H 6.8563 3.6286 1.1179
H 4.4769 3.1153 1.4231
C 0.2547 3.6746 -5.7826
Si -0.3995 2.2687 -4.7037
C -2.2624 2.3998 -4.9951
C 0.2240 0.6506 -5.4682
Ge 0.4133 2.3108 -2.4164
Si 2.7975 2.1909 -2.6460
C 3.6500 2.5643 -1.0125
C 3.3112 0.4479 -3.1283
C 3.4366 3.4120 -3.9328
Si -0.2324 4.3845 -1.4110
C -2.1086 4.4520 -1.2729
C 0.2831 5.8382 -2.4945
C 0.4807 4.6597 0.3046
H -0.1498 3.5489 -6.7908
H 1.3403 3.6909 -5.8520
H -0.0705 4.6476 -5.4152
H -2.4599 2.1515 -6.0412
H -2.5987 3.4253 -4.8262
H -2.8768 1.7448 -4.3805
H -0.4746 0.2654 -6.2144
H 0.3691 -0.1247 -4.7132
H 1.1842 0.8141 -5.9628
H 3.5834 1.6951 -0.3540
H 3.1813 3.4037 -0.4967
H 4.7066 2.7965 -1.1626
H 2.9098 -0.2577 -2.3965
H 4.3994 0.3452 -3.1256
H 2.9418 0.1564 -4.1130
H 2.9047 4.3637 -3.8837
H 3.3253 3.0201 -4.9444
H 4.4977 3.6078 -3.7623
H -2.5777 4.4212 -2.2590
H -2.4216 5.3737 -0.7763
H -2.4886 3.6078 -0.6938
H -0.0908 5.7236 -3.5114
H 1.3672 5.9533 -2.5458
H -0.1367 6.7604 -2.0842
H 0.2691 3.7966 0.9364
H 0.0399 5.5516 0.7571
H 1.5636 4.7961 0.2675
*
```

Atom charges from the Mulliken analysis, given in e for atoms 1 to 6:
1 Tl 0.111
2 C -2.511
3 C 1.917
4 C 1.053
5 C -2.122
6 C 1.661

---

*2*
C54H84GeN4O2P2Si3Tl | ωB97M-V with the def2-TZVPD basis set

Results
Orbital gap (spin up / spin down) (eV): 5.8 / 7.3
⟨S²⟩: 0.753
E_LUMO (spin up / spin down) (eV): -0.7 / -0.7
E_HOMO (spin up / spin down) (eV): -6.50 / -8.08

Geometry as ORCA input:
```
! RIJCOSX wB97M-V def2-TZVPD def2/J DEFGRID3
* xyz 0 2
Tl 0.9215 -1.7198 0.1590
C 3.9942 -3.8678 -1.2633
C 3.0929 -4.0578 -0.0600
C 1.9336 -4.8335 -0.1740
C 1.6476 -5.5879 -1.4540
C 1.0383 -4.9179 0.9017
C -0.2549 -5.6904 0.7545
C 1.3406 -4.2846 2.1132
C 0.4375 -4.4282 3.3200
C 2.5150 -3.5263 2.2363
C 2.7909 -2.8150 3.5376
C 3.3995 -3.4273 1.1553
C 4.6902 -2.6464 1.2898
H 4.7099 -4.6897 -1.3695
H 4.5627 -2.9419 -1.1910
H 3.4055 -3.8116 -2.1796
H 2.5572 -5.7670 -2.0235
H 0.9537 -5.0302 -2.0953
H 1.2043 -6.5608 -1.2446
H -0.1770 -6.6875 1.1989
H -0.5309 -5.8100 -0.2902
H -1.0743 -5.1711 1.2501
H -0.2862 -5.2304 3.1972
H -0.1077 -3.5001 3.5289
H 1.0290 -4.6532 4.2093
H 3.3076 -3.4702 4.2473
H 1.8652 -2.4906 4.0085
H 3.4038 -1.9278 3.3986
H 5.5019 -3.1373 0.7540
H 4.9960 -2.5588 2.3294
H 4.5924 -1.6300 0.8905
C -2.6376 -4.5198 -1.6962
P -1.6869 -2.9801 -1.3517
C -1.9448 -2.1541 -3.0095
N -3.1686 -1.9470 -3.4239
C -3.3569 -1.4133 -4.6532
C -4.6713 -1.1582 -5.1171
C -4.8581 -0.6444 -6.3638
C -3.7510 -0.3717 -7.2096
C -2.4792 -0.6162 -6.7886
C -2.2582 -1.1357 -5.4880
N -0.9933 -1.3555 -5.0581
C -0.8105 -1.8202 -3.8478
P 0.9421 -2.0690 -3.2365
C 1.5588 -3.0641 -4.6595
C 1.7776 -0.4019 -3.4984
C 3.1915 -0.5750 -2.9325
C 1.0086 0.6072 -2.6388
C 1.8616 0.0962 -4.9399
C -2.8426 -2.0648 -0.1657
C -2.4713 -0.5782 -0.2258
C -4.3372 -2.2275 -0.4456
C -2.5446 -2.6232 1.2323
H -3.5787 -4.2892 -2.1945
H -2.8249 -5.0525 -0.7630
H -2.0379 -5.1650 -2.3419
H -5.5032 -1.3817 -4.4609
H -5.8624 -0.4476 -6.7175
H -3.9207 0.0356 -8.1986
H -1.6186 -0.4200 -7.4158
H 1.2778 -2.6069 -5.6077
H 1.1184 -4.0609 -4.5986
H 2.6426 -3.1680 -4.5960
H 3.1591 -0.8904 -1.8856
H 3.7274 0.3781 -2.9812
H 3.7694 -1.3153 -3.4940
H 1.0126 0.3428 -1.5774
H -0.0323 0.6995 -2.9595
H 1.4704 1.5954 -2.7215
H 2.5120 -0.5381 -5.5484
H 2.2845 1.1070 -4.9399
H 0.8838 0.1343 -5.4126
H -2.5109 -0.1912 -1.2468
H -1.4811 -0.3642 0.1854
H -3.1802 -0.0041 0.3728
H -4.6022 -1.8628 -1.4334
H -4.8980 -1.6553 0.3017
H -4.6519 -3.2718 -0.3667
H -1.4869 -2.5511 1.4968
H -2.8461 -3.6727 1.3143
H -3.0971 -2.0543 1.9859
O 1.1026 1.2037 0.4870
C 1.1332 0.9154 1.6913
N 1.9221 1.5620 2.6094
C 1.6299 1.0995 3.9536
C 0.6431 -0.0697 3.6067
O 0.1651 -0.8221 4.4413
N 0.4250 -0.1030 2.2671
C 2.8772 0.5869 4.6789
C 4.1438 0.9462 4.2344
C 5.2808 0.5176 4.9102
C 5.1606 -0.2749 6.0410
C 3.8944 -0.6283 6.4951
C 2.7603 -0.1940 5.8266
C 0.9943 2.1928 4.8214
C 1.5124 3.4855 4.7843
C 0.9837 4.4844 5.5865
C -0.0634 4.1997 6.4542
C -0.5722 2.9108 6.5087
C -0.0476 1.9108 5.6975
H 2.3341 2.4540 2.3974
H 4.2525 1.5509 3.3425
H 6.2608 0.8095 4.5520
H 6.0447 -0.6127 6.5674
H 3.7902 -1.2449 7.3803
H 1.7768 -0.4813 6.1750
H 2.3436 3.7285 4.1298
H 1.3945 5.4860 5.5358
H -0.4760 4.9785 7.0834
H -1.3818 2.6761 7.1897
H -0.4551 0.9076 5.7311
C -2.0793 2.4280 -4.0666
Si -2.6691 2.9416 -2.3581
C -3.1972 4.7395 -2.5708
C -4.2307 1.9511 -2.0022
Ge -1.0487 2.8216 -0.5672
Si 0.5238 4.5771 -0.9427
C 1.1851 4.6170 -2.7002
C -0.2565 6.2606 -0.6268
C 1.9911 4.4135 0.2188
Si -2.1930 3.4157 1.4547
C -0.9530 4.1288 2.6601
C -3.5016 4.7312 1.1454
C -3.0592 1.9965 2.3214
H -2.7767 2.8273 -4.8113
H -2.0555 1.3423 -4.1865
H -1.0799 2.8109 -4.2966
H -3.9916 4.8035 -3.3258
H -2.3594 5.3535 -2.9154
H -3.5765 5.1734 -1.6435
H -5.0345 2.2868 -2.6675
H -4.5684 2.0759 -0.9678
H -4.0821 0.8805 -2.1777
H 0.3726 4.6452 -3.4336
H 1.8022 3.7392 -2.9149
H 1.8047 5.5080 -2.8457
H -1.0882 6.4457 -1.3119
H 0.4810 7.0592 -0.7666
H -0.6467 6.3338 0.3930
H 2.3617 3.3836 0.1898
H 1.6974 4.6469 1.2491
H 2.8058 5.0862 -0.0680
H -0.5416 5.0794 2.3060
H -0.1182 3.4371 2.8026
H -1.4107 4.2981 3.6408
H -3.0776 5.6065 0.6441
H -3.9306 5.0607 2.0988
H -4.3156 4.3453 0.5229
H -2.3776 1.1566 2.4951
H -3.9141 1.6337 1.7417
H -3.4338 2.3405 3.2915
*
```

Atom charges from the Mulliken analysis, given in e for atoms 1 to 6:
1 Tl 1.432
2 C -2.077
3 C 1.817
4 C 0.554
5 C -2.251
6 C 2.101

---

Most stable to least stable: *1*, *2*

---

*1*
C2H4N2O3 | ωB97M-V with the def2-TZVPD basis set

Results
Orbital gap (spin up / spin down) (eV): 7.7 / 9.6
E_LUMO (spin up / spin down) (eV): -1.4 / 0.0
E_HOMO (spin up / spin down) (eV): -9.11 / -9.63

Geometry as ORCA input:
```
! RIJCOSX wB97M-V def2-TZVPD def2/J DEFGRID3
* xyz 0 1
C -0.6222 0.6246 0.1659
C 0.8280 0.9004 -0.0160
N 1.2728 -1.2393 -0.2258
N -0.8218 -0.6913 0.3452
O -1.5124 1.4631 0.0248
O 1.5424 -0.1651 0.4878
O -1.9565 -1.2534 -0.1459
H 1.1530 1.1807 -1.1388
H 1.0769 1.7445 0.6828
H 1.6169 -2.0178 0.3309
H -2.5770 -0.5465 -0.5108
*
```

Atom charges from the natural (NBO) analysis, given in e for atoms 1 to 6:
1 C 0.524
2 C -0.168
3 N -0.183
4 N -0.058
5 O -0.575
6 O -0.317

---

*2*
C2H4N2O3 | ωB97M-V with the def2-TZVPD basis set

Results
Orbital gap (eV): 11.0
SMILES string: C=NOC(=O)NO
E_LUMO (eV): 0.8
E_HOMO (eV): -10.24

Geometry as ORCA input:
```
! RIJCOSX wB97M-V def2-TZVPD def2/J DEFGRID3
* xyz 0 1
C -2.5198 -0.4527 -0.0570
N -1.4967 0.3636 0.0702
O -0.2983 -0.2723 -0.1797
C 0.6133 0.7715 -0.0570
O 0.4508 1.9162 -0.1464
N 1.8659 0.2905 0.1901
O 2.2205 -0.9953 -0.2134
H -3.4334 0.2297 0.0802
H -2.4074 -1.5620 -0.0989
H 2.4779 1.1577 -0.1528
H 2.5273 -1.4468 0.5647
*
```

Atom charges from the natural (NBO) analysis, given in e for atoms 1 to 6:
1 C -0.161
2 N -0.108
3 O -0.389
4 C 0.851
5 O -0.563
6 N -0.371

---

*3*
C2H4N2O3 | ωB97M-V with the def2-TZVPD basis set

Results
Orbital gap (eV): 10.3
SMILES string: O/C=N\O.N=C=O
E_LUMO (eV): 0.6
E_HOMO (eV): -9.69

Geometry as ORCA input:
```
! RIJCOSX wB97M-V def2-TZVPD def2/J DEFGRID3
* xyz 0 1
O -1.7265 -1.4535 -0.0688
C -0.4625 -1.0834 0.0496
N -0.0515 0.0496 -0.3053
O -1.0391 1.0378 -0.6461
H -2.2873 -0.7282 -0.3799
H 0.1707 -1.8503 0.3088
H -0.6040 1.6993 -1.2782
N 2.9980 0.5829 0.0461
C 2.5134 -0.4967 0.0825
O 2.3905 -1.6482 0.0020
H 3.3617 1.3390 0.6361
*
```

Atom charges from the natural (NBO) analysis, given in e for atoms 1 to 6:
1 O -0.671
2 C 0.350
3 N -0.249
4 O -0.615
5 H 0.502
6 H 0.202

---

Most stable to least stable: *3*, *2*, *1*

---

*1*
C11H12N3O | ωB97M-V with the def2-TZVPD basis set

Results
Orbital gap (eV): 8.3
SMILES string: COc1cc(N)cn[n+]1-c1ccccc1
E_LUMO (eV): -4.2
E_HOMO (eV): -12.43

Geometry as ORCA input:
```
! RIJCOSX wB97M-V def2-TZVPD def2/J DEFGRID3
* xyz 1 1
C 1.5743 -0.2090 -2.7868
O 0.6671 -0.5569 -1.7183
C 0.9859 -0.1805 -0.4488
C 2.3367 -0.1669 0.0007
C 2.6571 0.3277 1.2530
N 3.9417 0.3158 1.7490
C 1.6249 0.8852 2.0020
N 0.3438 0.7886 1.5982
N 0.0225 0.2349 0.4155
C -1.3707 0.0535 0.1966
C -1.8886 -1.1201 -0.3685
C -3.2701 -1.3281 -0.5343
C -4.1718 -0.3760 -0.0424
C -3.6861 0.7952 0.5356
C -2.3043 0.9900 0.6637
H 1.8821 0.8150 -2.5814
H 1.0554 -0.2961 -3.7504
H 2.4694 -0.8738 -2.8088
H 3.1316 -0.5782 -0.6120
H 4.6699 -0.1781 1.2687
H 4.1134 0.7292 2.6622
H 1.8258 1.2774 2.9935
H -1.2604 -1.9520 -0.6233
H -3.6963 -2.2461 -0.9238
H -5.2510 -0.6310 -0.0838
H -4.4116 1.5414 0.8467
H -1.9906 1.9387 1.0972
*
```

Atom charges from the natural (NBO) analysis, given in e for atoms 1 to 6:
1 C -0.253
2 O -0.472
3 C 0.590
4 C -0.331
5 C 0.220
6 N -0.743

---

*2*
C11H12N3O | ωB97M-V with the def2-TZVPD basis set

Results
Orbital gap (eV): 8.4
E_LUMO (eV): -3.5
E_HOMO (eV): -11.92

Geometry as ORCA input:
```
! RIJCOSX wB97M-V def2-TZVPD def2/J DEFGRID3
* xyz 1 1
C -0.3114 -2.5971 1.3601
C -1.6595 2.0765 1.6884
C -1.3259 -1.7740 1.6800
C -2.0110 0.7153 1.8859
C 0.8924 -2.1018 0.6211
C -0.6323 2.4426 0.8077
C -1.2097 -0.3441 1.5060
C -0.1599 0.0800 0.7082
C 0.7942 -0.8704 0.1233
C 0.1416 1.3550 0.3403
C 1.6723 -0.0001 -0.7670
N 1.1968 1.3274 -0.6597
N 0.9034 -0.5773 -2.5098
N 0.0959 0.5146 -2.9102
O 2.9787 -0.2320 -0.9272
H -0.3870 -3.6474 1.5301
H -2.1893 2.8086 2.1922
H -2.1355 -2.2482 2.1634
H -2.8557 0.3037 2.4706
H 1.5757 -2.8647 0.2713
H -0.4702 3.4910 0.7226
H 1.9142 1.9958 -0.8547
H 0.2790 -1.2863 -2.0815
H 0.1270 0.7729 -3.8538
H 0.3994 1.4515 -2.1052
H -0.8345 0.3361 -2.6179
H 3.2114 -1.1278 -0.7841
*
```

Atom charges from the natural (NBO) analysis, given in e for atoms 1 to 6:
1 C -0.176
2 C -0.168
3 C -0.172
4 C -0.170
5 C -0.172
6 C -0.247

---

Most stable to least stable: *1*, *2*